Density functional theory data (the ωB97M-V functional and the def2-TZVPD basis) for a cluster of 2 separate species, C3H8N3S in total at a distorted geometry.

XYZ file:
```
15
Properties=species:S:1:pos:R:3:forces:R:3:lowdin_charge:R:1
C 1.16880 0.16490 1.49454 0.2 -0.1 0.9 -0.256
C -1.44435 0.29975 0.38821 -1.9 0.8 0.9 -0.329
C 1.05833 1.26028 0.78565 0.3 1.4 -0.7 -0.050
N 0.47024 -0.95537 1.57281 -1.3 -1.8 -0.5 -0.314
N 1.26059 2.34382 0.12260 0.1 -2.7 0.8 0.209
N -0.63053 -2.33516 -1.75827 0.8 0.6 -1.8 -0.066
S -0.94551 -1.18619 0.79897 1.5 2.3 0.7 1.081
H 2.00918 0.24703 2.22317 -0.3 -0.1 -0.6 0.171
H -2.47522 0.59004 0.14454 0.1 -1.4 -0.8 0.048
H -1.21167 1.26299 0.87140 1.5 -0.7 0.0 0.045
H 1.79958 2.18873 -0.74348 -0.4 1.3 0.4 0.171
H 0.97890 3.18167 0.61043 0.3 0.8 -0.9 0.152
H -1.58412 -2.72977 -1.92403 1.5 -0.2 -0.1 0.043
H 0.16701 -2.86152 -2.23793 -1.9 0.2 1.0 0.065
H -0.62122 -1.47121 -2.34861 -0.2 -0.7 0.8 0.029
```
Positions in Å, forces in eV/Å.

Summary:
**LUMO**: -4.89 eV
**Relative energy (zero: lowest compared OMol25 entry of this formula, charge and spin)**: 446.5 kJ/mol
**Electronic energy**: -18534.8786 eV
**Net charge**: +1
**HOMO level**: -12.94 eV